A gas-phase ion, C5H8N2 (charge +1) in a non-equilibrium geometry, computed with ωB97M-V/def2-TZVPD.

Bonds (Å) are listed after each position.
Element x y z (Å)
1 C -0.742 1.987 0.827  C2 1.539, H8 1.029, H9 1.112, H10 1.205
2 C -1.196 0.718 0.084  C1 1.539, C3 1.530, H11 1.135, H12 1.084
3 C -0.149 -0.313 -0.341  C2 1.530, C4 1.348, N7 1.453
4 C 0.493 -1.037 0.597  C3 1.348, N5 1.355, H13 1.027
5 N 1.458 -1.707 -0.078  C4 1.355, C6 1.390, H14 0.993
6 C 1.282 -1.520 -1.444  N5 1.390, N7 1.358, H15 1.084
7 N 0.123 -0.847 -1.665  C3 1.453, C6 1.358
8 H -0.301 1.797 1.737  C1 1.029
9 H -0.003 2.539 0.206  C1 1.112
10 H -1.753 2.641 0.883  C1 1.205
11 H -1.718 0.870 -0.913  C2 1.135
12 H -1.828 0.155 0.761  C2 1.084
13 H 0.171 -1.125 1.568  C4 1.027
14 H 2.376 -2.076 -0.001  N5 0.993
15 H 1.787 -2.081 -2.223  C6 1.084

Results
* total charge: +1
* electronic energy: -8284.7922 eV
* spin multiplicity: 2
* Kohn-Sham gap (alpha / beta): 11.31 / 7.43 eV
* lowest unoccupied orbital energy (alpha / beta): -4.1280 / -8.2250 eV
* energy relative to the best compared isomer or geometry (same formula, charge and spin): 32.3 kcal per mole

=====

C5H8N2O in the gas phase in a non-equilibrium geometry, computed with ωB97M-V/def2-TZVPD.

Bonds (Å) are listed after each position.
Element x y z (Å)
1 C -1.441 0.221 -2.674  C2 1.206, H9 1.067
2 C -1.282 -0.324 -1.610  C1 1.206, C3 1.505
3 C -1.151 -1.048 -0.296  C2 1.505, O4 1.248, N5 1.364
4 O -2.100 -1.691 0.198  C3 1.248
5 N 0.027 -0.790 0.339  C3 1.364, N6 1.436, C7 1.438
6 N 0.142 -1.096 1.737  N5 1.436, H10 1.043, H11 1.023
7 C 1.053 0.116 -0.103  N5 1.438, C8 1.538, H12 1.127, H13 1.081
8 C 0.957 1.475 0.611  C7 1.538, H14 1.107, H15 1.116, H16 1.100
9 H -1.668 0.785 -3.551  C1 1.067
10 H -0.730 -0.880 2.264  N6 1.043
11 H 0.289 -2.108 1.752  N6 1.023
12 H 2.057 -0.293 0.206  C7 1.127
13 H 1.033 0.210 -1.180  C7 1.081
14 H 1.826 2.079 0.288  C8 1.107
15 H 0.031 2.025 0.319  C8 1.116
16 H 0.956 1.321 1.700  C8 1.100

Results
* total charge: 0
* electronic energy: -10339.6532 eV
* SMILES: C#CC(=O)N(N)CC
* spin multiplicity: 1
* Kohn-Sham gap: 10.56 eV
* lowest unoccupied orbital energy: 0.8913 eV
* energy relative to the best compared isomer or geometry (same formula, charge and spin): 70.9 kcal per mole